1.
Below is a cluster of 2 separate species, C3H10N2O2 in total, with properties calculated with ωB97M-V with the def2-TZVPD basis set.

Cartesian coordinates (Å):
N1 2.271 -1.670 -0.088
C1 1.341 -0.732 0.543
C2 0.022 -0.730 -0.161
N2 -1.060 0.159 0.210
C3 -1.655 0.257 1.436
O1 -2.537 1.096 1.656
H1 3.148 -1.728 0.436
H2 2.573 -1.223 -1.021
H3 1.304 -0.859 1.711
H4 1.894 0.264 0.538
H5 -0.439 -1.759 0.135
H6 0.175 -0.615 -1.306
H7 -1.576 0.545 -0.514
H8 -1.052 -0.392 2.193
O2 -1.693 2.222 -1.884
H9 -1.488 2.502 -2.766
H10 -1.227 2.662 -1.117

## Properties
SMILES = NCCNC=O.O
Relative energy (zero: lowest compared OMol25 entry of this formula, charge and spin) = 214.5 kJ/mol
E_HOMO = -0.346 Eh
LUMO energy = 0.61 eV

Mulliken population analysis, charges in e, atoms 1 to 6: atom 1 (N): -0.662, atom 2 (C): -0.338, atom 3 (C): -0.535, atom 4 (N): -0.042, atom 5 (C): 0.109, atom 6 (O): -0.579

***

2.
Below is a structure of composition C3H10N2O2, with properties calculated with ωB97M-V with the def2-TZVPD basis set.

Cartesian coordinates (Å):
N1 -0.808 -1.259 -0.257
C1 0.099 -0.221 -0.792
C2 -0.694 1.104 -0.981
C3 1.436 -0.025 0.120
N2 1.578 1.202 0.489
O1 2.231 -1.015 0.275
H1 -1.841 -0.954 -0.137
H2 0.334 -0.016 2.824
H3 0.519 -0.618 -1.680
H4 -1.157 1.235 0.004
H5 0.026 1.918 -1.016
H6 -1.443 1.108 -1.796
H7 2.426 1.208 1.182
H8 -0.326 -0.453 2.790
H9 -0.868 -1.985 -1.058
H10 -3.622 0.374 0.900
O2 -2.792 0.194 0.511

## Properties
2S+1 = 2
Total charge = +1
Expectation value of S² = 1.515
Relative energy (zero: lowest compared OMol25 entry of this formula, charge and spin) = 978.6 kJ/mol
E_HOMO (spin up / spin down) = -0.561 / -0.540 Eh
LUMO energy (spin up / spin down) = -9.94 / -10.27 eV

Mulliken population analysis, charges in e, atoms 1 to 6: atom 1 (N): -0.282, atom 2 (C): 0.377, atom 3 (C): -1.233, atom 4 (C): 0.233, atom 5 (N): -0.340, atom 6 (O): -0.353

***

3.
Below is a cluster of 2 separate species, C3H10N2O2S in total, with properties calculated with ωB97M-V with the def2-TZVPD basis set.

Cartesian coordinates (Å):
N1 0.196 -2.983 -0.599
C1 -0.207 -1.696 -0.404
O1 -1.389 -1.445 -0.366
C2 0.897 -0.653 -0.076
N2 1.980 -0.690 -1.081
C3 0.148 0.622 0.157
S1 0.805 2.188 0.890
H1 1.033 -3.362 -0.529
H2 -0.615 -3.661 -0.787
H3 1.291 -1.085 1.000
H4 1.628 -0.509 -1.941
H5 2.688 -0.005 -0.906
H6 -0.697 0.306 0.822
H7 -0.318 0.879 -0.815
H8 -0.461 2.655 1.109
O2 -2.604 1.827 0.503
H9 -3.532 1.658 0.272
H10 -2.222 1.138 0.148

## Properties
SMILES = NC(=O)[C@@H](N)CS.O
Relative energy (zero: lowest compared OMol25 entry of this formula, charge and spin) = 188.7 kJ/mol
E_HOMO = -0.328 Eh
LUMO energy = 0.71 eV

Mulliken population analysis, charges in e, atoms 1 to 6: atom 1 (N): -0.384, atom 2 (C): 0.350, atom 3 (O): -0.603, atom 4 (C): 0.404, atom 5 (N): -0.643, atom 6 (C): -0.945

***

4.
Below is an isolated molecule of C3H10N2O2Si, with properties calculated with ωB97M-V with the def2-TZVPD basis set.

Cartesian coordinates (Å):
N1 -0.462 -1.756 -0.083
C1 -0.705 -0.416 0.347
C2 -2.158 -0.093 -0.004
O1 -3.062 -0.855 0.057
O2 -2.305 1.162 -0.571
C3 0.359 0.473 -0.213
N2 0.316 1.808 0.362
Si1 2.014 -0.517 -0.195
H1 0.406 -2.203 0.353
H2 -1.313 -2.345 0.013
H3 -0.638 -0.297 1.503
H4 -1.457 1.569 -0.659
H5 0.006 0.774 -1.237
H6 0.709 1.850 1.239
H7 0.898 2.399 -0.188
H8 2.964 0.741 -0.434
H9 2.123 -1.268 -1.350
H10 2.304 -1.023 1.061

## Properties
SMILES = N[C@H](C(=O)O)[C@@H](N)[SiH3]
Relative energy (zero: lowest compared OMol25 entry of this formula, charge and spin) = 235.7 kJ/mol
E_HOMO = -0.354 Eh
LUMO energy = 0.65 eV

Mulliken population analysis, charges in e, atoms 1 to 6: atom 1 (N): -0.690, atom 2 (C): 0.814, atom 3 (C): 0.257, atom 4 (O): -0.540, atom 5 (O): -0.525, atom 6 (C): -0.794

***

5.
Below is a cluster of 2 separate species, C3H10N2O3 in total, with properties calculated with ωB97M-V with the def2-TZVPD basis set.

Cartesian coordinates (Å):
C1 -1.246 1.148 0.099
C2 1.015 1.088 0.971
N1 -0.040 0.380 0.299
O1 -0.890 -1.398 1.503
H1 -1.574 -2.058 1.325
H2 -1.996 0.581 -0.442
H3 0.630 1.475 1.918
H4 -1.657 1.450 1.065
H5 -1.031 2.057 -0.477
H6 1.342 1.959 0.382
H7 1.852 0.432 1.191
C3 0.213 -0.785 -0.613
N2 0.296 -0.239 -1.962
O2 1.459 -1.366 -0.276
O3 -0.816 -1.627 -0.520
H8 1.232 -2.081 0.339
H9 -0.068 -0.920 -2.616
H10 1.276 -0.095 -2.187

## Properties
Relative energy (zero: lowest compared OMol25 entry of this formula, charge and spin) = 527.0 kJ/mol
E_HOMO (spin up / spin down) = -0.336 / -0.319 Eh
LUMO energy (spin up / spin down) = 0.23 / -1.82 eV

Mulliken population analysis, charges in e, atoms 1 to 6: atom 1 (C): -1.002, atom 2 (C): -0.908, atom 3 (N): 0.467, atom 4 (O): -0.547, atom 5 (H): 0.282, atom 6 (H): 0.300

***

6.
Below is a cluster of 2 separate species, C3H10N2O3 in total, with properties calculated with ωB97M-V with the def2-TZVPD basis set.

Cartesian coordinates (Å):
N1 -2.692 1.808 0.818
C1 -1.671 1.114 0.211
O1 -1.868 0.098 -0.444
O2 -0.464 1.660 0.436
H1 -3.609 1.626 0.397
H2 -2.520 2.787 0.941
H3 0.242 1.188 -0.175
N2 1.259 0.506 -1.099
C2 1.062 -0.923 -0.842
C3 1.111 -1.298 0.683
O3 0.904 -2.711 0.760
H4 2.229 0.809 -0.972
H5 1.008 0.689 -2.089
H6 1.884 -1.520 -1.329
H7 0.084 -1.261 -1.200
H8 2.102 -0.953 1.090
H9 0.257 -0.701 1.145
H10 0.684 -2.918 1.672

## Properties
SMILES = NC(=O)O.NCCO
Relative energy (zero: lowest compared OMol25 entry of this formula, charge and spin) = 15.7 kJ/mol
E_HOMO = -0.364 Eh
LUMO energy = 0.80 eV

Mulliken population analysis, charges in e, atoms 1 to 6: atom 1 (N): -0.479, atom 2 (C): 0.593, atom 3 (O): -0.596, atom 4 (O): -0.561, atom 5 (H): 0.278, atom 6 (H): 0.240

***

7.
Below is a cluster of 2 separate species, C3H10N2O3S in total, with properties calculated with ωB97M-V with the def2-TZVPD basis set.

Cartesian coordinates (Å):
C1 -1.593 -0.988 -0.223
C2 1.430 -1.355 -0.131
C3 -0.526 -0.009 -0.433
N1 -0.365 0.565 -1.731
N2 2.367 -0.377 -0.556
O1 0.972 1.720 1.021
O2 -1.401 2.214 0.757
O3 -0.627 0.505 2.482
S1 -0.395 1.188 0.898
H1 -1.408 -1.841 -0.858
H2 -2.597 -0.559 -0.510
H3 -1.636 -1.257 0.826
H4 0.940 -2.194 -0.531
H5 1.354 -1.366 0.901
H6 0.484 1.208 -1.655
H7 -1.247 1.159 -1.975
H8 2.308 0.334 0.145
H9 -0.418 1.226 3.115
H10 2.357 -0.171 -1.542

## Properties
Relative energy (zero: lowest compared OMol25 entry of this formula, charge and spin) = 271.6 kJ/mol
E_HOMO (spin up / spin down) = -0.286 / -0.286 Eh
LUMO energy (spin up / spin down) = 0.33 / 0.33 eV

Mulliken population analysis, charges in e, atoms 1 to 6: atom 1 (C): -1.379, atom 2 (C): -0.533, atom 3 (C): 0.170, atom 4 (N): -0.600, atom 5 (N): -0.497, atom 6 (O): -0.678

***

8.
Below is a cluster of 3 separate species, C3H10N2OS in total, with properties calculated with ωB97M-V with the def2-TZVPD basis set.

Cartesian coordinates (Å):
C1 0.083 2.400 1.596
C2 1.810 -1.402 0.110
C3 -1.079 -1.982 -1.200
N1 -0.404 1.343 0.773
N2 1.913 -0.453 -0.771
O1 0.475 2.256 -1.367
S1 -0.199 1.164 -0.739
H1 0.765 1.977 2.327
H2 -0.726 3.059 2.169
H3 0.705 3.183 0.948
H4 2.275 -2.364 -0.123
H5 0.764 -1.433 0.562
H6 -0.080 -1.802 -1.340
H7 -1.205 -2.941 -0.715
H8 -1.503 -1.097 -0.514
H9 -1.774 -2.026 -1.938
H10 2.613 -0.589 -1.521

## Properties
Relative energy (zero: lowest compared OMol25 entry of this formula, charge and spin) = 428.9 kJ/mol
E_HOMO = -0.362 Eh
LUMO energy = 0.22 eV

Mulliken population analysis, charges in e, atoms 1 to 6: atom 1 (C): -0.626, atom 2 (C): -0.406, atom 3 (C): -0.984, atom 4 (N): -0.185, atom 5 (N): -0.365, atom 6 (O): -0.533

***

What is the relative energy (zero: lowest compared OMol25 entry of this formula, charge and spin) in the sixth record? 15.7 kJ/mol